No. 1
2 unconnected molecules or ions with the total composition C3H8Cl, computed with ωB97M-V/def2-TZVPD.

Output
lowest unoccupied orbital energy (spin up / spin down): 0.0445 / -0.1404 Eh
multiplicity: 2

Element x y z (Å)
Cl1 1.29618 0.32606 0.19156
H1 -3.10163 -0.43370 1.04020
C1 -2.59917 -1.00713 1.83825
C2 -1.25702 -0.33618 2.06743
C3 -0.31359 -1.07153 3.00586
H2 -3.20875 -1.01081 2.75224
H3 -2.49689 -2.03933 1.48222
H4 -0.76244 -0.24380 1.08180
H5 -1.43436 0.69011 2.41215
H6 0.63807 -0.53907 2.96369
H7 -0.71749 -1.06057 4.02510
H8 -0.13933 -2.09496 2.65196

No. 2
A molecular structure, C14H23BCl18N2O4PS in a non-equilibrium geometry, computed with ωB97M-V/def2-TZVPD.

Output
lowest unoccupied orbital energy: -0.1036 Eh
charge: +1

Element x y z (Å)
C1 -1.34586 2.20358 -2.28441
C2 -2.09988 1.10676 -1.41121
P1 -1.10075 -0.45020 -1.18667
C3 -0.19085 -0.95056 -2.74140
C4 1.11609 -0.06524 -2.91806
N1 -0.03041 -0.40931 0.22413
C5 0.51176 -1.62247 0.69721
B1 0.27223 -3.10943 0.14311
O1 1.34103 -3.95486 -0.15403
O2 -1.04259 -3.55309 -0.06656
C6 1.37248 -1.34003 1.81635
N2 1.27442 0.05388 1.95137
C7 2.08240 0.61035 3.03996
O3 2.04499 2.02220 3.13828
O4 3.30409 2.52517 3.43637
C8 0.44846 0.60950 1.01856
S1 0.05739 2.36227 0.86523
H1 -0.32793 2.42406 -1.90826
H2 -1.95523 3.13518 -2.20703
H3 -1.27598 1.93054 -3.36534
H4 -2.97559 0.80627 -2.03215
H5 -2.50040 1.53173 -0.46813
H6 0.11096 -2.01007 -2.61199
H7 -0.92333 -0.85660 -3.57073
H8 2.05477 -0.65110 -2.79404
H9 1.15502 0.73355 -2.13701
H10 1.05560 0.45561 -3.89599
H11 0.99004 -4.85819 -0.04079
H12 -1.59674 -3.16557 0.62771
H13 1.98218 -2.02601 2.41016
H14 1.84201 0.13767 4.02925
H15 3.14706 0.32617 2.83498
H16 3.35759 2.72053 4.38973
H17 -1.14116 2.47441 1.54590
C9 -3.86024 1.04232 -5.12133
Cl1 -4.78383 0.81405 -6.60543
Cl2 -3.90719 -0.42769 -4.13587
Cl3 -2.18906 1.49397 -5.49441
H18 -4.31802 1.84954 -4.55551
C10 -5.81960 4.50585 -2.56504
Cl4 -5.82572 2.79460 -3.02418
Cl5 -4.17456 5.05558 -2.22558
Cl6 -6.55459 5.48890 -3.83018
H19 -6.40858 4.61574 -1.66135
C11 0.44807 -7.50647 -1.81033
Cl7 1.63393 -8.81095 -1.75270
Cl8 -0.08152 -7.07423 -0.17422
Cl9 1.11070 -6.09962 -2.64709
H20 -0.41646 -7.85530 -2.36390
C12 -0.13324 -2.57711 5.37429
Cl10 -0.25139 -1.03494 6.22455
Cl11 -0.11536 -2.31410 3.61646
Cl12 1.31277 -3.45431 5.87124
H21 -1.00305 -3.17448 5.62664
C13 1.40886 6.08610 0.54673
Cl13 1.43485 6.91632 2.10316
Cl14 -0.04606 5.08375 0.40041
Cl15 1.49635 7.24272 -0.78114
H22 2.27545 5.43589 0.49190
C14 5.64195 -1.52127 4.42147
Cl16 5.69519 -0.63339 5.94544
Cl17 4.14909 -2.46528 4.30557
Cl18 5.78624 -0.41531 3.05016
H23 6.48114 -2.20759 4.39571

No. 3
C6H9N in the gas phase in a non-equilibrium geometry, computed with ωB97M-V/def2-TZVPD.

Output
lowest unoccupied orbital energy (spin up / spin down): 0.0129 / 0.0128 Eh
SMILES string: C=C=CN(C)C=C

Element x y z (Å)
C1 1.04637 0.99049 -1.63116
N1 0.30614 0.68425 -0.39972
C2 0.97109 0.06938 0.64329
C3 -1.10363 0.69542 -0.43015
C4 -2.01723 0.71768 0.55502
C5 0.33947 -2.30662 1.49477
C6 0.55540 -1.12299 1.00082
H1 2.00395 0.37466 0.78321
H2 -1.46721 0.98050 -1.41870
H3 2.13003 0.97011 -1.46986
H4 0.75548 1.97515 -2.01109
H5 0.82110 0.24376 -2.40173
H6 -1.77358 0.42335 1.56929
H7 -3.05790 0.93021 0.33586
H8 -0.67389 -2.67436 1.60411
H9 1.16441 -2.95100 1.77604

No. 4
2 unconnected molecules or ions with the total composition C9H14FO3 in a non-equilibrium geometry, computed with ωB97M-V/def2-TZVPD.

Output
lowest unoccupied orbital energy (spin up / spin down): 0.1299 / 0.0821 Eh
charge: -1
multiplicity: 3

Element x y z (Å)
C1 1.40917 2.00490 -1.16036
C2 0.61830 1.36599 -0.30067
C3 2.72640 -0.20351 0.71158
C4 -2.17825 0.84589 -0.39183
C5 -1.86804 -1.65530 -0.36913
C6 -1.18503 -0.29821 1.71522
C7 1.73716 -1.13689 0.48457
C8 -0.04853 0.11586 -0.76858
C9 -1.36778 -0.32255 0.07638
O1 3.52527 0.16021 -0.38803
O2 2.80326 0.39580 1.81174
O3 0.07187 -0.42420 -1.87419
F1 1.82813 -1.95364 -0.58959
H1 1.91778 2.95855 -1.02105
H2 1.41696 1.70283 -2.24955
H3 0.55127 1.61113 0.69111
H4 -1.84287 1.29224 -1.24248
H5 -3.29954 0.54880 -0.52972
H6 -2.07963 1.49988 0.40017
H7 -2.40261 -1.53974 -1.23729
H8 -2.55975 -2.19483 0.32506
H9 -0.92279 -2.24733 -0.45053
H10 -0.20551 -0.65510 2.12907
H11 -1.95301 -0.90777 2.11435
H12 -1.21113 0.79984 2.04161
H13 1.24404 -1.58538 1.32179
H14 3.27486 -0.17748 -1.24962

No. 5
C4H5NO in the gas phase in a non-equilibrium geometry, computed with ωB97M-V/def2-TZVPD.

Output
lowest unoccupied orbital energy: 0.0297 Eh
SMILES string: N/C=C\C=C=O

Element x y z (Å)
O1 -1.71154 1.89953 -0.49790
C1 -1.22714 0.83317 -0.44289
C2 -1.03650 -0.48292 -0.67755
C3 0.25414 -1.06453 -0.46779
C4 1.17459 -0.36971 0.22763
N1 0.76158 0.84824 0.70733
H1 -1.87838 -1.03989 -1.07290
H2 -0.28096 0.81158 1.17940
H3 0.46471 -2.05820 -0.83094
H4 2.14061 -0.73846 0.52991
H5 1.33889 1.36121 1.34569

No. 6
A molecular structure, C34H30BCl4CrN11O in a non-equilibrium geometry, computed with ωB97M-V/def2-TZVPD.

Output
lowest unoccupied orbital energy (spin up / spin down): -0.1040 / -0.1934 Eh
charge: +1
multiplicity: 6

Element x y z (Å)
Cr1 -0.39202 0.01970 0.44961
Cl1 -5.37570 1.30551 -4.65620
C1 -4.26181 0.68313 -3.47963
C2 -4.68194 -0.35804 -2.63424
C3 -3.81121 -0.84463 -1.68524
C4 -2.51229 -0.33173 -1.54287
O1 -1.74363 -0.81800 -0.60177
C5 -2.06132 0.68559 -2.43629
C6 -0.77068 1.21181 -2.46622
N1 0.29547 0.81659 -1.64095
C7 1.48609 1.29133 -1.97155
C8 1.71525 2.26967 -3.02072
C9 2.97037 2.76003 -3.29983
C10 4.09464 2.32273 -2.62422
C11 3.97362 1.33546 -1.60597
C12 5.08308 0.81309 -0.92414
C13 4.89647 -0.16700 0.02254
C14 3.59791 -0.61289 0.26943
N2 2.54141 -0.12864 -0.36832
C15 2.70557 0.82278 -1.27386
C16 -2.99516 1.18940 -3.39423
H1 -5.67733 -0.76090 -2.73687
H2 -4.10925 -1.64059 -1.01674
H3 -0.57584 1.93595 -3.24140
H4 0.88781 2.67486 -3.57385
H5 3.07665 3.50829 -4.07287
H6 5.07201 2.70819 -2.87294
H7 6.07286 1.18048 -1.15719
H8 5.72678 -0.59348 0.56302
H9 3.40721 -1.37740 1.01083
H10 -2.68100 1.97351 -4.06906
C17 0.36094 -2.73210 -1.61271
C18 0.59845 -2.85406 -0.15114
C19 1.12492 -3.94816 0.54048
C20 1.19060 -3.55292 1.85644
N3 0.74035 -2.29452 1.93643
N4 0.36216 -1.86430 0.71213
B1 0.49023 -1.36776 3.13351
N5 -1.03575 -1.10332 3.14715
C21 -2.01689 -1.51924 3.95347
C22 -3.20913 -1.00986 3.49423
C23 -2.88028 -0.28539 2.35043
C24 -3.82662 0.51479 1.52617
N6 -1.56180 -0.36524 2.13650
N7 1.19212 0.00849 2.89921
C25 2.07843 0.61420 3.70207
C26 2.37558 1.84916 3.16933
C27 1.61061 1.93463 2.00438
C28 1.55374 3.07287 1.04473
N8 0.90777 0.81121 1.85275
N9 1.03005 -1.93059 4.41719
C29 0.67872 -1.71328 5.70808
C30 1.67868 -2.20000 6.51199
C31 2.64798 -2.69469 5.61782
C32 3.96134 -3.33036 5.93442
N10 2.25878 -2.51583 4.36917
H11 0.68882 -3.64112 -2.11158
H12 0.91802 -1.88855 -2.02261
H13 -0.69296 -2.57062 -1.82350
H14 1.41582 -4.89423 0.12830
H15 1.54430 -4.06227 2.73233
H16 -1.81684 -2.16772 4.78320
H17 -4.18417 -1.14385 3.91750
H18 -4.83865 0.14260 1.67602
H19 -3.60519 0.46689 0.46417
H20 -3.81596 1.55813 1.84621
H21 2.43642 0.12778 4.58973
H22 3.04762 2.58590 3.56189
H23 2.55897 3.44530 0.84711
H24 0.97615 3.89894 1.46044
H25 1.10881 2.78842 0.09463
H26 -0.22097 -1.19534 5.97318
H27 1.71106 -2.20221 7.58402
H28 3.97391 -3.70076 6.95700
H29 4.77598 -2.61387 5.82776
H30 4.15772 -4.16202 5.26181
Cl2 -3.94403 3.97345 -0.68458
C33 -2.38505 4.19308 0.11441
Cl3 -2.56913 4.85824 1.73971
Cl4 -1.29069 5.18244 -0.86541
C34 -1.76891 2.86197 0.24273
N11 -1.29337 1.80804 0.34845